1.
{
  "formula": "C17H22B5F28Li3O10",
  "method": "wB97M-V/def2-TZVPD",
  "lumo_energy_ev": 3.1,
  "total_charge": -2,
  "molar_mass_g_mol": 993.180,
  "elements": ["Li", "Li", "Li", "B", "F", "F", "F", "F", "B", "F", "F", "F", "F", "B", "F", "F", "F", "F", "B", "F", "F", "F", "F", "B", "F", "F", "F", "F", "C", "C", "C", "O", "C", "O", "O", "H", "H", "H", "H", "H", "H", "C", "C", "C", "O", "C", "O", "O", "H", "H", "H", "H", "H", "H", "C", "C", "C", "O", "C", "O", "O", "H", "H", "H", "H", "H", "H", "C", "C", "C", "F", "F", "F", "F", "O", "C", "C", "F", "F", "F", "F", "H", "H", "H", "H"],
  "coordinates": [[-2.73, 1.64, 0.46], [-3.06, -2.17, -0.86], [0.16, 0.20, -2.05], [-1.04, 0.28, 0.15], [-2.07, -0.65, 0.21], [-1.46, 1.09, -0.95], [-1.07, 1.08, 1.29], [0.22, -0.20, -0.13], [-5.07, -0.19, -0.64], [-6.37, 0.01, -1.04], [-4.33, 0.99, -0.37], [-5.01, -1.01, 0.51], [-4.31, -0.90, -1.59], [-0.78, -4.40, -0.87], [-1.47, -3.37, -0.13], [-1.54, -4.75, -1.96], [0.49, -3.92, -1.23], [-0.66, -5.49, 0.01], [-1.29, -1.10, -3.64], [-0.46, 0.01, -3.91], [-0.55, -2.27, -3.80], [-1.67, -1.09, -2.31], [-2.40, -1.13, -4.50], [-4.68, 1.42, 3.00], [-3.64, 0.87, 2.17], [-4.79, 0.62, 4.16], [-4.49, 2.74, 3.41], [-5.86, 1.37, 2.25], [0.83, 3.53, 2.12], [1.82, 3.33, 1.01], [2.89, 2.19, 1.04], [2.81, 1.61, -0.23], [1.88, 2.22, -0.97], [1.62, 1.89, -2.09], [1.14, 3.05, -0.21], [0.35, 2.59, 2.39], [0.11, 4.28, 1.80], [1.25, 3.95, 3.04], [2.49, 4.20, 0.94], [2.72, 1.57, 1.93], [3.85, 2.59, 1.37], [-2.62, 2.42, -3.64], [-2.35, 2.14, -5.13], [-3.55, 1.57, -5.90], [-3.52, 2.23, -7.15], [-2.74, 3.35, -7.06], [-2.58, 4.21, -7.86], [-2.26, 3.39, -5.80], [-3.15, 1.61, -3.13], [-3.19, 3.35, -3.58], [-1.71, 2.58, -3.06], [-1.48, 1.50, -5.32], [-4.47, 1.71, -5.32], [-3.48, 0.50, -6.04], [5.17, -3.91, -1.35], [3.65, -3.77, -1.30], [3.11, -3.08, -0.05], [2.31, -2.04, -0.53], [2.46, -1.90, -1.86], [1.99, -1.01, -2.48], [3.22, -2.91, -2.34], [5.44, -3.96, -2.41], [5.50, -4.80, -0.82], [5.68, -3.04, -0.93], [3.16, -4.72, -1.52], [3.91, -2.83, 0.65], [2.50, -3.72, 0.59], [2.92, -0.47, 5.06], [2.56, 1.04, 5.23], [2.42, 1.52, 6.70], [3.56, 1.32, 7.42], [2.12, 2.83, 6.74], [3.58, 1.74, 4.65], [1.44, 1.34, 4.58], [1.76, -1.22, 4.68], [1.74, -1.68, 3.37], [0.28, -1.96, 3.05], [-0.58, -0.93, 3.25], [0.14, -2.50, 1.83], [2.24, -0.72, 2.57], [2.47, -2.79, 3.26], [3.42, -0.87, 5.93], [3.67, -0.57, 4.27], [1.57, 1.04, 7.18], [-0.12, -2.67, 3.78]],
  "lowdin_charge": [0.77, 0.79, 0.70, -1.33, 0.12, 0.05, 0.12, 0.17, -1.23, 0.15, 0.05, 0.10, 0.05, -1.24, 0.04, 0.13, 0.14, 0.09, -1.30, 0.08, 0.14, 0.11, 0.13, -1.22, 0.04, 0.08, 0.08, 0.11, -0.01, -0.30, -0.10, 0.11, -0.55, 0.14, 0.11, 0.08, 0.10, 0.09, 0.14, 0.11, 0.13, 0.01, -0.28, -0.10, 0.06, -0.56, 0.15, 0.06, 0.09, 0.09, 0.07, 0.14, 0.14, 0.13, -0.03, -0.31, -0.12, 0.06, -0.53, 0.15, 0.10, 0.08, 0.08, 0.08, 0.16, 0.12, 0.13, -0.03, -0.43, -0.30, 0.08, 0.09, 0.09, 0.15, 0.03, -0.54, -0.29, 0.12, 0.14, 0.15, 0.16, 0.14, 0.14, 0.17, 0.18]
}



2.
{
  "formula": "H2",
  "method": "wB97M-V/def2-TZVPD",
  "lumo_energy_ev": 1.0,
  "total_charge": 0,
  "molar_mass_g_mol": 2.016,
  "relative_energy_kj_mol": 157.7,
  "elements": ["H", "H"],
  "coordinates": [[0.00, 0.00, 0.59], [0.00, 0.00, -0.59]],
  "lowdin_charge": [0.00, 0.00]
}



3.
{
  "formula": "H3IP2S2",
  "method": "wB97M-V/def2-TZVPD",
  "lumo_energy_ev": -0.8,
  "total_charge": 0,
  "molar_mass_g_mol": 256.010,
  "relative_energy_kj_mol": 136.9,
  "elements": ["P", "P", "S", "S", "I", "H", "H", "H"],
  "coordinates": [[-0.55, 1.39, -1.15], [1.13, 0.32, -0.15], [2.84, 1.24, -0.24], [1.24, -1.70, -0.75], [-2.39, 0.00, -0.27], [-0.67, 2.29, 0.07], [0.09, 0.05, 1.35], [0.01, -1.94, -1.02]],
  "lowdin_charge": [0.12, -0.45, 0.08, 0.35, 0.27, -0.11, 0.01, -0.28]
}



Let's list orbital gap in order: 9.43 13.40 8.47 eV.